# 1
This record from OMol25 describes a molecular structure, C24H37GeN3O9PS5Zr at a distorted geometry. The level of theory is ωB97M-V with the def2-TZVPD basis set.

Values from the calculation:
LUMO level (spin up / spin down) = 4.46 / 4.45 eV
Charge = -2
HOMO level (spin up / spin down) = 0.014 / -2.452 eV
Multiplicity = 2
Relative energy (zero: lowest compared OMol25 entry of this formula, charge and spin) = 1.407 eV

Atoms and positions in Å:
1 Zr 0.167 0.224 -0.166
2 C 0.775 1.038 -5.942
3 C -0.283 0.530 -4.984
4 O -0.816 1.626 -4.227
5 P -0.456 1.817 -2.620
6 S 1.469 1.248 -2.348
7 S -0.190 2.538 0.500
8 O -0.499 3.449 -2.603
9 C -1.663 4.078 -2.064
10 C -2.654 4.417 -3.159
11 H 1.164 0.210 -6.539
12 H 1.598 1.481 -5.380
13 H 0.360 1.794 -6.612
14 H 0.116 -0.238 -4.327
15 H -1.122 0.091 -5.532
16 H -1.313 4.971 -1.542
17 H -2.140 3.433 -1.322
18 H -2.208 5.096 -3.890
19 H -3.542 4.879 -2.726
20 H -2.961 3.509 -3.680
21 O 1.193 -1.664 -1.041
22 S 0.381 -2.345 -2.101
23 O 1.195 -2.933 -3.141
24 O -0.604 -1.372 -2.578
25 C -0.461 -3.634 -1.279
26 C -0.406 -4.903 -1.839
27 C -1.103 -5.978 -1.318
28 C -1.924 -5.774 -0.171
29 C -2.004 -4.548 0.420
30 C -1.282 -3.424 -0.081
31 S -1.398 -1.984 0.802
32 O -1.735 -0.826 -0.123
33 O -2.395 -2.141 1.837
34 O -0.075 -1.510 1.345
35 H 0.211 -5.017 -2.721
36 H -1.035 -6.954 -1.782
37 H -2.491 -6.601 0.240
38 H -2.625 -4.399 1.292
39 S -4.990 2.524 -0.665
40 C -4.918 0.987 -1.353
41 N -3.745 0.458 -1.789
42 C -3.590 -0.783 -2.302
43 C -4.666 -1.601 -2.454
44 C -5.925 -1.117 -2.042
45 C -6.050 0.134 -1.512
46 H -2.892 1.004 -1.658
47 H -2.577 -1.087 -2.533
48 H -4.527 -2.599 -2.841
49 H -6.800 -1.750 -2.133
50 H -6.999 0.521 -1.174
51 C 2.033 2.011 4.375
52 Ge 0.347 1.486 3.469
53 C -0.985 2.852 3.938
54 C -0.131 -0.241 4.263
55 C 0.793 1.484 1.567
56 H 1.921 2.019 5.462
57 H 2.344 3.006 4.049
58 H 2.825 1.305 4.115
59 H -0.595 3.518 4.712
60 H -1.899 2.379 4.292
61 H -1.226 3.436 3.049
62 H -0.504 -0.106 5.281
63 H 0.747 -0.889 4.294
64 H -0.896 -0.726 3.664
65 H 1.858 1.698 1.452
66 O -2.467 0.795 2.277
67 H -2.863 -0.061 2.065
68 H -2.707 1.351 1.525
69 N 2.686 -2.313 1.401
70 C 3.463 -1.437 0.703
71 C 4.812 -1.753 0.441
72 C 5.614 -0.823 -0.170
73 C 5.084 0.423 -0.494
74 C 3.750 0.640 -0.214
75 N 2.934 -0.260 0.341
76 H 2.960 -3.278 1.322
77 H 1.681 -2.172 1.329
78 H 5.192 -2.725 0.729
79 H 6.650 -1.058 -0.386
80 H 5.674 1.195 -0.967
81 H 3.291 1.590 -0.460

# 2
This record from OMol25 describes a molecular structure, C24H37N5OSSi2V. The level of theory is ωB97M-V with the def2-TZVPD basis set.

Values from the calculation:
LUMO level (spin up / spin down) = 2.40 / 2.40 eV
Charge = -1
HOMO level (spin up / spin down) = -3.877 / -3.525 eV
Multiplicity = 3
Relative energy (zero: lowest compared OMol25 entry of this formula, charge and spin) = 0.086 eV

Atoms and positions in Å:
1 V -0.472 -0.082 0.399
2 N -0.585 -3.503 -2.041
3 C -1.619 -2.695 -1.649
4 S -3.050 -2.685 -2.556
5 N -1.305 -1.976 -0.575
6 N -2.117 -1.062 -0.019
7 C -3.365 -0.814 0.056
8 C -3.772 0.392 0.772
9 C -5.118 0.516 1.133
10 C -5.605 1.614 1.811
11 C -4.719 2.642 2.134
12 C -3.392 2.560 1.773
13 C -2.865 1.449 1.084
14 O -1.598 1.478 0.728
15 H -0.647 -3.901 -2.960
16 H 0.317 -3.349 -1.617
17 H -4.117 -1.462 -0.381
18 H -5.788 -0.295 0.868
19 H -6.650 1.673 2.086
20 H -5.073 3.515 2.671
21 H -2.698 3.355 2.018
22 C -0.927 0.429 4.077
23 Si -0.386 -0.886 2.801
24 C -1.470 -2.397 3.230
25 C 1.374 -1.384 3.386
26 C 1.646 -1.817 4.689
27 C 2.930 -2.161 5.085
28 C 3.979 -2.079 4.176
29 C 3.728 -1.654 2.880
30 C 2.438 -1.303 2.469
31 Si 2.010 -0.745 0.702
32 C 2.561 -2.206 -0.409
33 C 3.282 0.621 0.253
34 H -0.801 0.074 5.106
35 H -1.980 0.686 3.931
36 H -0.345 1.348 3.963
37 H -1.335 -2.727 4.265
38 H -1.239 -3.236 2.569
39 H -2.526 -2.147 3.089
40 H 0.837 -1.887 5.411
41 H 3.117 -2.494 6.101
42 H 4.985 -2.346 4.480
43 H 4.554 -1.595 2.176
44 H 3.643 -2.374 -0.359
45 H 2.299 -2.043 -1.460
46 H 2.068 -3.124 -0.074
47 H 4.315 0.279 0.379
48 H 3.144 1.502 0.887
49 H 3.163 0.935 -0.790
50 C 0.897 3.415 -4.899
51 C 1.865 2.698 -3.963
52 N 1.321 1.499 -3.347
53 C 1.425 0.240 -4.073
54 C 0.185 -0.150 -4.877
55 C 0.615 1.546 -2.178
56 C 0.583 2.837 -1.410
57 N -0.001 0.536 -1.675
58 H 1.353 4.326 -5.291
59 H -0.019 3.688 -4.374
60 H 0.623 2.781 -5.743
61 H 2.203 3.378 -3.183
62 H 2.759 2.402 -4.517
63 H 1.674 -0.549 -3.356
64 H 2.286 0.327 -4.738
65 H -0.707 -0.202 -4.253
66 H 0.331 -1.133 -5.328
67 H -0.005 0.566 -5.676
68 H 1.585 3.100 -1.067
69 H -0.076 2.708 -0.554
70 H 0.204 3.657 -2.021
71 H 0.071 -0.311 -2.229

Question: The highest relative energy (zero: lowest compared OMol25 entry of this formula, charge and spin) belongs to which entry?
Answer: C24H37GeN3O9PS5Zr